ORCA calculation (ωB97M-V/def2-TZVPD) on a molecular structure, C43H61N6O3PRu in a non-equilibrium geometry.

Element x y z (Å)
Ru: -0.069820 -1.731039 -0.127533
P: 0.584037 1.954163 -0.182233
O: 2.076194 -4.049245 2.508089
O: -2.890383 -3.836158 -2.367772
O: 0.665433 0.448402 -0.162593
N: -0.381330 -3.737734 0.041318
N: -0.965212 2.400919 -0.497574
N: 1.016637 2.625489 1.276116
N: 1.564850 2.649675 -1.295383
N: 1.363245 -2.316204 1.175793
N: -1.703516 -2.118933 -1.399453
C: -3.949767 0.730457 -3.461842
C: 0.153187 -5.780919 1.128001
C: 0.370167 -4.438172 0.893683
C: 2.017664 2.044351 -2.557718
C: 2.083908 -1.435541 1.986430
C: -4.330267 -1.502943 -0.397228
C: 3.653112 -1.265483 -0.710701
C: -2.079003 -3.431932 -1.571412
C: -0.863550 -6.415227 0.424090
C: -1.332686 -4.345058 -0.661109
C: 4.292428 -1.707595 0.610747
C: 1.382937 -0.886382 3.109880
C: 1.149689 3.970034 3.192392
C: -0.124989 -0.985968 3.233315
C: 0.546471 -0.824935 -3.019766
C: 1.380715 -3.620517 1.618628
C: -2.699826 0.367761 -3.937557
C: -1.425805 3.673100 -1.071047
C: 2.046687 4.039411 -1.172597
C: -0.412552 -0.721881 -5.323541
C: 3.535829 -0.241978 4.009038
C: -0.744616 0.303836 3.771441
C: -3.701431 -0.942952 0.888765
C: 2.692736 4.325553 -2.526735
C: -2.058742 1.694426 0.190056
C: -3.159731 2.740491 0.320892
C: -1.603925 -5.690935 -0.499954
C: 4.194727 -0.669148 2.862530
C: -5.852987 -1.438882 -0.320979
C: 2.414924 2.533906 1.718527
C: -1.943024 -0.589935 -3.282131
C: -2.947032 3.623261 -0.912716
C: -4.484789 0.109482 -2.342947
C: 0.357936 3.777603 1.904545
C: 2.128143 -0.329117 4.114319
C: -2.451722 -1.141382 -2.086759
C: 2.584811 3.648619 2.756293
C: 3.509614 -1.264963 1.825002
C: 4.562853 -3.221694 0.626374
C: -0.673907 -1.164730 -3.884616
C: 3.169662 2.945087 -2.986871
C: -3.757252 -0.827048 -1.628931
C: -0.520596 -2.182310 4.107379
H: -5.495498 0.357396 -2.050112
H: -4.529293 1.468543 -4.001331
H: -1.831412 0.239609 3.721764
H: 0.446263 4.680427 1.288473
H: -0.540362 -1.139374 2.225323
H: -2.394774 0.859379 -0.423117
H: 0.818203 3.269721 3.960778
H: 5.257041 -1.201103 0.684511
H: 2.305630 1.005713 -2.409233
H: 1.467465 -0.868843 -3.603497
H: -0.474821 0.458826 4.816961
H: -1.082046 -7.458117 0.608618
H: -0.700682 3.575308 2.071965
H: -6.295576 -1.846189 -1.229849
H: 1.635260 0.029969 5.008131
H: 0.779954 -6.288741 1.847992
H: -0.412163 1.162644 3.185715
H: 2.796739 4.116606 -0.379571
H: 4.862547 -3.559026 1.617799
H: -3.925046 0.119242 1.002642
H: 3.207542 3.325538 3.590176
H: 0.446901 0.175749 -2.604462
H: -2.385973 -6.142991 -1.094465
H: -4.150040 2.288707 0.339434
H: 5.365217 -3.450092 -0.073826
H: -0.809398 -2.251284 -3.899844
H: -4.070895 -2.559926 -0.454347
H: -2.331859 0.810467 -4.852293
H: 2.772049 -1.860106 -0.945387
H: 3.682521 -3.785632 0.324506
H: -3.366602 4.618898 -0.786748
H: -2.613313 -1.072410 0.886313
H: -0.124554 0.330568 -5.368627
H: -1.009468 4.527854 -0.527819
H: 3.499823 5.050171 -2.450198
H: -1.288958 -0.871000 -5.952533
H: 3.342360 2.900846 -4.060061
H: -1.603093 -2.309358 4.107256
H: 5.267316 -0.547817 2.788355
H: 4.092456 2.663620 -2.475430
H: 3.117182 2.623899 0.884345
H: 1.950136 4.707481 -3.228867
H: 0.397190 -1.318017 -5.743189
H: 3.048442 4.530741 2.314361
H: -3.404532 3.162862 -1.788991
H: -3.028636 3.326572 1.233099
H: -0.199447 -2.005490 5.135079
H: -1.722730 1.297131 1.153442
H: -6.203523 -2.042919 0.515943
H: 0.659883 -1.547529 -2.194251
H: -0.058853 -3.111052 3.775476
H: 1.219477 2.078425 -3.307834
H: 4.103575 0.199110 4.818918
H: 4.364451 -1.390720 -1.526122
H: 1.236703 4.733231 -0.941891
H: -1.121985 3.755068 -2.116232
H: 2.574784 1.554283 2.160558
H: 1.047500 4.981276 3.579658
H: 3.362537 -0.216924 -0.651827
H: -4.101581 -1.466884 1.758395
H: -6.220171 -0.423423 -0.167973

Force components x, y, z for each atom (eV/Å):
Ru 1.7813 0.6774 1.0075
P 0.0834 1.1659 0.6391
O -0.3344 -0.0054 -0.4187
O -0.1105 0.1945 -0.0968
O -0.4471 -1.4896 -0.1658
N 0.1936 -0.1635 0.2020
N -0.1612 -0.4261 0.2303
N -0.2759 -0.2575 -0.9272
N -0.0375 -0.4913 0.0931
N -1.1795 0.4803 -1.5037
N -0.2340 1.4318 -0.4954
C -0.5034 0.1895 0.1294
C -0.0441 0.0287 -0.1817
C 0.0077 -0.1344 0.1644
C 0.0470 0.1281 -0.0126
C 1.3994 1.4496 1.2953
C -0.0023 0.1257 0.0730
C 0.2628 0.0856 0.1879
C -0.3579 -0.4973 0.1644
C 0.0787 0.0453 0.1159
C -0.1138 -0.0296 0.0201
C -0.2790 -0.3847 -0.1327
C 0.3999 -0.6674 -1.3178
C 0.1260 -0.0308 -0.0952
C 0.2050 -0.1047 0.2776
C -0.2318 -0.0208 -0.0342
C 0.1590 -0.5146 0.3411
C 1.3905 -0.6278 0.0012
C 0.1312 0.1327 -0.0760
C 0.1913 0.1568 0.1057
C -0.1983 0.0050 0.0853
C -0.8611 0.0210 0.0238
C 0.0133 -0.0877 -0.1498
C -0.0130 -0.0880 0.0586
C 0.0049 -0.1689 -0.0588
C 0.2904 0.3648 0.0865
C 0.0411 0.0461 -0.1376
C -0.0442 0.0387 -0.1337
C -0.2207 0.3288 0.6551
C 0.0405 -0.0343 -0.1052
C 0.3348 -0.3762 0.2373
C 0.4504 0.8651 -1.2090
C 0.1010 0.0012 0.1650
C -0.2343 -0.3334 0.6094
C -0.1537 0.0943 0.0339
C 1.4394 0.3797 0.3442
C 0.9357 -1.4686 0.4957
C -0.1328 -0.0434 0.0685
C -1.8428 -0.2258 -0.1644
C 0.1729 0.2652 -0.0493
C 0.1043 0.0321 -0.0588
C -0.1103 0.1134 0.0080
C -1.7133 0.2567 0.3287
C -0.0737 0.1023 -0.1240
H 0.0653 -0.0147 0.1019
H -0.0404 0.0234 0.0307
H -0.0820 0.0191 0.0315
H -0.0542 0.0038 -0.0052
H -0.0874 -0.0227 -0.1129
H -0.0158 -0.1397 -0.1115
H -0.0448 -0.0305 -0.0374
H 0.0044 -0.0135 0.0282
H 0.1131 0.0875 0.0606
H -0.0393 -0.1074 0.0624
H -0.0194 0.0475 -0.0444
H 0.0231 -0.0223 -0.0825
H 0.0008 0.0186 0.0279
H -0.0918 0.0468 -0.0025
H 0.0917 0.0858 0.0223
H -0.0157 0.0029 0.0269
H 0.0217 0.0529 0.0387
H -0.1121 0.0234 -0.0121
H -0.0012 -0.0250 -0.0211
H -0.0157 -0.1176 0.0398
H 0.0139 0.0409 -0.0615
H 0.0271 -0.2455 -0.0009
H -0.0233 0.0403 0.0031
H -0.0614 0.0500 0.0812
H 0.0033 -0.0842 -0.0451
H -0.0300 0.0036 0.0270
H 0.1146 -0.0627 -0.0693
H -0.0265 -0.0806 -0.0385
H -0.0931 -0.0687 -0.0375
H -0.0652 -0.0544 -0.0182
H -0.0498 -0.0129 -0.0867
H -0.0721 0.0715 0.0867
H 0.0222 0.0051 -0.0402
H -0.0588 -0.0396 -0.0214
H -0.0352 0.0420 0.0038
H -0.0016 -0.0100 -0.0669
H 0.0542 -0.0296 -0.0038
H -0.0654 -0.0200 0.0557
H 0.0385 0.0050 -0.0141
H -0.0408 -0.0201 0.0197
H -0.0469 0.0345 0.0481
H -0.0041 0.0491 -0.0038
H 0.0146 0.0690 0.0366
H 0.0082 0.0072 -0.0484
H -0.0163 -0.0135 -0.0645
H -0.0166 -0.0602 -0.0164
H 0.0050 -0.0333 -0.0074
H -0.0672 -0.0118 -0.0515
H 0.0466 0.0343 -0.0071
H 0.2395 0.0585 -0.1994
H 0.0198 -0.0161 0.0100
H -0.0091 -0.0172 -0.0616
H -0.0368 -0.0403 0.0076
H 0.0115 -0.0126 -0.0617
H 0.0211 -0.0021 -0.0344
H 0.0209 0.0485 0.0273
H 0.0746 -0.1407 0.1020
H -0.0243 -0.0033 0.0497
H -0.0610 0.0716 -0.0878
H 0.0005 -0.0170 -0.0707
H -0.0057 0.0126 0.0193

The net charge is +2. For the relative energy (zero: lowest compared OMol25 entry of this formula, charge and spin), the calculation gives 0.0 kJ/mol. The calculated total energy is -72523.1081 eV. As for the lowest unoccupied orbital energy (alpha / beta): -6.06 / -9.51 eV. Its expectation value of S² is 6.032. The calculation puts the largest force on an atom at 2.4 eV/A. Its spin multiplicity is 5. The gap between HOMO and LUMO (alpha / beta) is 7.24 / 3.79 eV. The HOMO energy (alpha / beta) is -13.2993 / -13.2954 eV.

Results of the Mulliken charge analysis, in e, for atoms 1 through 2: -0.4037, -3.5731